[1]
The molecule C2H2O2S at a distorted geometry. Source: OMol25; level of theory: ωB97M-V/def2-TZVPD.

Each line ends with the natural charge from an NBO analysis.
Atoms and positions in Å:
C  0.961  0.091  -0.080  0.43
C  -0.905  -0.017  0.006  0.22
O  0.134  -0.972  -0.121  -0.47
O  0.012  1.052  -0.134  -0.47
S  2.579  -0.022  -0.037  -0.07
H  -1.591  0.113  -0.722  0.18
H  -1.190  -0.246  1.088  0.18

Results
energy above the lowest of the compared OMol25 structures with the same formula, charge and spin	1.333	eV
orbital gap	9.9	eV



[2]
The molecule C2H2O2S at a distorted geometry. Source: OMol25; level of theory: ωB97M-V/def2-TZVPD.

Each line ends with the natural charge from an NBO analysis.
Atoms and positions in Å:
O  -0.846  -1.191  1.816  -0.44
C  -0.865  -0.729  0.747  0.70
C  -0.877  -0.098  -0.379  -0.75
S  0.590  0.423  -1.270  0.57
O  1.795  0.347  -0.151  -0.84
H  -1.745  0.030  -0.998  0.28
H  1.948  1.219  0.234  0.49

Results
energy above the lowest of the compared OMol25 structures with the same formula, charge and spin	1.451	eV
orbital gap	8.6	eV



[3]
A cluster of 2 separate species, C2H2O2S in total at a distorted geometry. Source: OMol25; level of theory: ωB97M-V/def2-TZVPD.

Each line ends with the natural charge from an NBO analysis.
Atoms and positions in Å:
C  -2.359  -0.130  -0.076  1.02
C  -0.360  -0.453  -0.923  -0.53
O  -2.307  0.768  -0.776  -0.52
O  -2.494  -1.016  0.681  -0.52
S  0.918  0.177  -0.149  0.25
H  -0.544  0.090  -1.886  0.19
H  0.890  -0.600  1.087  0.11

Results
energy above the lowest of the compared OMol25 structures with the same formula, charge and spin	2.210	eV
orbital gap	8.8	eV



[4]
The molecule C2H2O2S at a distorted geometry. Source: OMol25; level of theory: ωB97M-V/def2-TZVPD.

Each line ends with the natural charge from an NBO analysis.
Atoms and positions in Å:
C  0.165  0.077  0.082  0.23
C  1.360  0.870  0.562  0.26
O  1.179  0.778  -0.733  -0.42
O  0.049  -1.249  0.067  -0.65
S  -1.453  1.002  -0.090  -0.03
H  0.877  -1.490  0.534  0.49
H  -2.176  0.012  -0.423  0.13

Results
energy above the lowest of the compared OMol25 structures with the same formula, charge and spin	3.555	eV
orbital gap	9.2	eV



[5]
A cluster of 2 separate species, C2H2O2S in total at a distorted geometry. Source: OMol25; level of theory: ωB97M-V/def2-TZVPD.

Each line ends with the natural charge from an NBO analysis.
Atoms and positions in Å:
C  0.196  -0.211  1.112  -0.72
C  0.681  0.216  0.031  0.71
O  1.268  0.627  -0.924  -0.51
H  -0.690  0.252  1.344  0.26
H  0.735  -1.022  1.760  0.28
O  -1.278  -0.112  -0.957  -0.73
S  -0.912  0.251  -2.366  0.71

Results
energy above the lowest of the compared OMol25 structures with the same formula, charge and spin	3.391	eV
orbital gap (spin up / spin down)	7.4 / 7.2	eV



[6]
The molecule C2H2O2S at a distorted geometry. Source: OMol25; level of theory: ωB97M-V/def2-TZVPD.

Each line ends with the natural charge from an NBO analysis.
Atoms and positions in Å:
C  -0.275  0.132  0.036  -0.06
C  1.160  0.063  0.086  -0.13
O  -2.905  -0.360  -0.024  -0.75
O  0.372  -1.074  -0.052  -0.43
S  -2.021  0.772  -0.065  1.00
H  1.702  0.329  -0.884  0.16
H  1.967  0.138  0.904  0.19

Results
energy above the lowest of the compared OMol25 structures with the same formula, charge and spin	2.855	eV
spin multiplicity	3
⟨S²⟩	2.009
orbital gap (spin up / spin down)	7.8 / 9.1	eV



[7]
A cluster of 2 separate species, C2H2O2S2 in total at a distorted geometry. Source: OMol25; level of theory: ωB97M-V/def2-TZVPD.

Each line ends with the natural charge from an NBO analysis.
Atoms and positions in Å:
C  1.033  0.996  0.309  0.71
C  1.691  -0.098  0.147  -0.78
O  -1.651  -0.686  -1.478  -0.82
O  0.442  1.991  0.441  -0.47
S  -2.377  0.028  -0.448  1.07
S  -3.090  -1.103  0.919  -0.26
H  1.650  -0.913  0.840  0.27
H  2.301  -0.215  -0.730  0.27

Results
energy above the lowest of the compared OMol25 structures with the same formula, charge and spin	1.672	eV
orbital gap	7.7	eV



[8]
The molecule C2H2O2S2 at a distorted geometry. Source: OMol25; level of theory: ωB97M-V/def2-TZVPD.

Each line ends with the natural charge from an NBO analysis.
Atoms and positions in Å:
O  -1.649  -0.275  0.348  -0.62
C  -0.330  -0.599  0.384  0.13
S  0.497  -1.798  1.133  0.01
C  0.329  0.415  -0.528  0.15
O  1.510  0.511  -0.057  -0.61
S  -0.256  1.245  -1.808  -0.06
H  -2.003  -0.888  1.006  0.49
H  1.902  1.390  -0.479  0.51

Results
energy above the lowest of the compared OMol25 structures with the same formula, charge and spin	1.063	eV
orbital gap	8.0	eV



[9]
The molecule C2H2O2S2 at a distorted geometry. Source: OMol25; level of theory: ωB97M-V/def2-TZVPD.

Each line ends with the natural charge from an NBO analysis.
Atoms and positions in Å:
O  0.595  -1.957  0.580  -0.48
C  0.538  -0.892  0.011  0.36
S  2.085  -0.146  -0.599  0.00
C  -0.784  -0.158  0.020  0.10
O  -0.572  1.092  0.543  -0.67
S  -2.170  -0.647  -0.634  0.04
H  1.705  1.136  -0.563  0.15
H  -1.397  1.573  0.643  0.50

Results
energy above the lowest of the compared OMol25 structures with the same formula, charge and spin	0.621	eV
orbital gap	8.9	eV



[10]
The molecule C2H2O2S2 at a distorted geometry. Source: OMol25; level of theory: ωB97M-V/def2-TZVPD.

Each line ends with the natural charge from an NBO analysis.
Atoms and positions in Å:
O  0.611  -1.520  0.663  -0.61
C  0.579  -0.434  -0.039  0.16
S  2.014  0.329  -0.393  -0.06
C  -0.650  0.317  0.112  0.13
O  -0.408  1.533  0.658  -0.60
S  -2.107  -0.290  -0.358  -0.01
H  1.487  -1.949  0.483  0.51
H  -1.188  1.925  0.532  0.48

Results
energy above the lowest of the compared OMol25 structures with the same formula, charge and spin	1.334	eV
orbital gap	7.9	eV



[11]
A cluster of 2 separate species, C2H2O2S2 in total at a distorted geometry. Source: OMol25; level of theory: ωB97M-V/def2-TZVPD.

Each line ends with the natural charge from an NBO analysis.
Atoms and positions in Å:
C  0.368  -0.346  0.007  -0.76
C  0.901  -1.436  0.399  0.69
O  2.876  1.426  0.638  -0.85
O  1.342  -2.281  1.109  -0.47
S  3.973  -0.471  -1.062  -0.26
S  4.008  0.593  0.514  1.10
H  -0.087  -0.127  -0.882  0.25
H  0.544  0.543  0.650  0.29

Results
energy above the lowest of the compared OMol25 structures with the same formula, charge and spin	2.093	eV
orbital gap	7.5	eV



[12]
The molecule C2H2O2S2 at a distorted geometry. Source: OMol25; level of theory: ωB97M-V/def2-TZVPD.

Each line ends with the natural charge from an NBO analysis.
Atoms and positions in Å:
O  -0.417  1.713  0.035  -0.52
C  -0.591  0.524  0.011  0.31
S  -2.216  -0.140  -0.069  0.05
C  0.572  -0.512  -0.072  0.31
O  0.427  -1.689  0.047  -0.51
S  2.199  0.137  -0.058  0.06
H  -1.884  -1.423  0.099  0.16
H  1.910  1.391  0.006  0.15

Results
energy above the lowest of the compared OMol25 structures with the same formula, charge and spin	0.155	eV
orbital gap	9.5	eV



[13]
The molecule C2H2O2S2 at a distorted geometry. Source: OMol25; level of theory: ωB97M-V/def2-TZVPD.

Each line ends with the natural charge from an NBO analysis.
Atoms and positions in Å:
C  -1.939  -0.727  -0.576  -0.15
C  -0.797  -0.851  -0.189  -0.31
S  0.728  -1.431  0.281  0.19
S  1.234  0.561  0.201  1.82
O  2.635  0.801  0.312  -0.91
O  0.531  1.137  -0.901  -0.90
H  -2.983  -0.644  -0.577  0.24
H  0.591  1.154  1.449  0.02

Results
energy above the lowest of the compared OMol25 structures with the same formula, charge and spin	3.913	eV
orbital gap	9.6	eV



[14]
A structure of composition C2H2O2S2 at a distorted geometry. Source: OMol25; level of theory: ωB97M-V/def2-TZVPD.

Each line ends with the natural charge from an NBO analysis.
Atoms and positions in Å:
C  1.111  -0.538  0.125  0.72
C  -0.303  0.130  0.138  -0.49
H  3.084  -0.153  0.459  0.52
H  -1.219  -2.121  0.935  0.16
O  2.164  0.330  0.282  -0.67
O  1.107  -1.695  -0.501  -0.56
S  -1.714  -0.743  0.078  0.21
S  -0.341  1.720  -0.155  0.11

Results
energy above the lowest of the compared OMol25 structures with the same formula, charge and spin	2.358	eV
orbital gap	7.8	eV



[15]
The molecule C2H2O2S2 at a distorted geometry. Source: OMol25; level of theory: ωB97M-V/def2-TZVPD.

Each line ends with the natural charge from an NBO analysis.
Atoms and positions in Å:
O  -0.203  -1.860  0.418  -0.51
C  -0.349  -0.635  0.038  0.35
S  -1.978  0.121  -0.493  -0.02
C  0.827  0.283  -0.013  0.11
O  0.567  1.541  0.306  -0.64
S  2.225  -0.446  -0.528  0.02
H  -2.496  -1.108  -0.214  0.17
H  1.407  2.102  0.485  0.52

Results
energy above the lowest of the compared OMol25 structures with the same formula, charge and spin	1.117	eV
orbital gap	8.3	eV



[16]
A structure of composition C2H2O2Tl at a distorted geometry. Source: OMol25; level of theory: ωB97M-V/def2-TZVPD.

Each line ends with the Mulliken charge.
Atoms and positions in Å:
O  -1.566  0.824  -0.308  -0.19
C  -0.310  0.902  -0.195  0.55
C  0.600  0.034  0.176  -0.03
O  1.694  -0.550  -0.437  -0.25
Tl  2.449  0.992  0.351  0.81
H  -1.059  -1.329  0.301  -0.01
H  -1.809  -0.873  0.112  0.13

Results
charge	+1
energy above the lowest of the compared OMol25 structures with the same formula, charge and spin	1.488	eV
orbital gap (spin up / spin down)	6.4 / 6.3	eV



[17]
A structure of composition C2H2O2Yb at a distorted geometry. Source: OMol25; level of theory: ωB97M-V/def2-TZVPD.

Each line ends with the natural charge from an NBO analysis.
Atoms and positions in Å:
H  1.748  1.394  -0.922  0.21
O  -0.061  0.709  1.333  -0.83
C  1.108  0.928  0.671  0.24
C  1.335  0.327  -0.559  0.16
O  0.316  -0.315  -1.152  -0.81
H  1.984  1.218  1.271  0.21
Yb  -1.200  -0.727  0.279  1.83

Results
charge	+1
spin multiplicity	2
⟨S²⟩	0.757
orbital gap (spin up / spin down)	8.1 / 7.4	eV



[18]
The molecule C2H2O3 at a distorted geometry. Source: OMol25; level of theory: ωB97M-V/def2-TZVPD.

Each line ends with the natural charge from an NBO analysis.
Atoms and positions in Å:
O  2.033  -0.161  -0.032  -0.45
C  1.082  0.564  -0.023  0.36
C  -0.616  0.096  -0.013  0.70
O  -1.650  0.660  0.033  -0.55
O  -0.620  -1.266  0.028  -0.69
H  1.269  1.687  -0.065  0.14
H  -1.498  -1.581  0.072  0.49

Results
energy above the lowest of the compared OMol25 structures with the same formula, charge and spin	0.974	eV
orbital gap	10.1	eV



[19]
A structure of composition C2H2O3 at a distorted geometry. Source: OMol25; level of theory: ωB97M-V/def2-TZVPD.

Each line ends with the natural charge from an NBO analysis.
Atoms and positions in Å:
C  0.815  -0.044  0.050  -0.14
C  -0.594  0.304  0.066  0.71
O  0.236  -1.295  0.049  -0.60
O  -1.759  0.297  -0.735  -0.19
O  -1.665  0.427  0.686  -0.18
H  1.421  0.102  -0.923  0.19
H  1.546  0.210  0.806  0.20

Results
energy above the lowest of the compared OMol25 structures with the same formula, charge and spin	6.873	eV
orbital gap	10.7	eV



[20]
The molecule C2H2O3 at a distorted geometry. Source: OMol25; level of theory: ωB97M-V/def2-TZVPD.

Each line ends with the natural charge from an NBO analysis.
Atoms and positions in Å:
C  0.031  -0.060  -0.881  -0.16
C  0.244  0.240  0.463  0.73
O  1.048  0.874  -0.339  -0.39
O  -1.030  -0.681  1.878  -0.53
O  -0.072  0.204  1.637  -0.10
H  0.433  -0.997  -1.061  0.21
H  -0.654  0.420  -1.696  0.24

Results
energy above the lowest of the compared OMol25 structures with the same formula, charge and spin	6.906	eV
orbital gap	9.2	eV



Number 1: E -626.013377 Eh. Number 2: E -626.009052 Eh. Number 3: E -625.981133 Eh. Number 4: E -625.931712 Eh. Number 5: E -625.937731 Eh. Number 6: E -625.864827 Eh. Number 7: E -1024.201182 Eh. Number 8: E -1024.223555 Eh. Number 9: E -1024.239801 Eh. Number 10: E -1024.213628 Eh. Number 11: E -1024.185735 Eh. Number 12: E -1024.256947 Eh. Number 13: E -1024.118840 Eh. Number 14: E -1024.175991 Eh. Number 15: E -1024.221569 Eh. Number 16: E -399.732688 Eh. Number 17: E -1386.248741 Eh. Number 18: E -303.094567 Eh. Number 19: E -302.877774 Eh. Number 20: E -302.876555 Eh.